Entry P
C3H5NO2S2 | ωB97M-V with the def2-TZVPD basis set

CARTESIAN COORDINATES (ANGSTROEM)
C: -2.275 -1.308 0.049
S: -2.537 0.468 -0.141
C: -0.811 1.056 -0.056
S: -0.785 2.706 0.007
O: 0.161 0.108 -0.177
C: 1.312 0.601 0.012
N: 2.289 -0.143 0.092
O: 3.585 0.447 -0.172
H: -2.145 -1.557 1.090
H: -1.222 -1.697 -0.460
H: -3.102 -2.024 -0.291
H: 1.356 1.781 0.029
H: 4.174 -0.440 0.018

Its structure (SMILES) is CSC(=S)O/C=N/O. The gap between HOMO and LUMO comes out at 0.3203 Eh. The net charge is 0. As for the spin multiplicity: 1. The lowest unoccupied orbital energy comes out at -0.0146 Ha.

Calculated atomic charges, method Mulliken, unit e: number 1, C, carries -0.7708; number 2, S, carries -0.0083; number 3, C, carries 0.3577; number 4, S, carries -0.2941; number 5, O, carries -0.2536; number 6, C, carries 0.1747; number 7, N, carries -0.3087; number 8, O, carries -0.3945; number 9, H, carries 0.3034; number 10, H, carries 0.2355; number 11, H, carries 0.3313; number 12, H, carries 0.2309; number 13, H, carries 0.3965

Entry Q
C3H5NO2S2 | ωB97M-V with the def2-TZVPD basis set

CARTESIAN COORDINATES (ANGSTROEM)
C: -1.395 -0.484 1.162
O: -1.572 0.090 -0.137
C: -0.816 1.170 -0.296
S: -1.501 2.444 -1.123
O: 0.517 1.130 -0.033
N: 0.950 -0.245 -0.148
C: 1.737 -0.482 -1.265
S: 3.140 -1.270 -1.054
H: -0.509 -1.165 0.932
H: -2.423 -0.928 1.441
H: -1.101 0.234 2.018
H: 1.524 -0.585 0.760
H: 1.449 0.091 -2.257

Its structure (SMILES) is COC(=S)ONC=S. The gap between HOMO and LUMO comes out at 0.3018 Eh. The net charge is 0. As for the spin multiplicity: 1. The lowest unoccupied orbital energy comes out at -0.0269 Ha.

Calculated atomic charges, method Mulliken, unit e: number 1, C, carries -0.5864; number 2, O, carries -0.1990; number 3, C, carries 0.3541; number 4, S, carries -0.2651; number 5, O, carries -0.1544; number 6, N, carries -0.2318; number 7, C, carries -0.0539; number 8, S, carries -0.2912; number 9, H, carries 0.3221; number 10, H, carries 0.2313; number 11, H, carries 0.2765; number 12, H, carries 0.3254; number 13, H, carries 0.2724

Which of them is most stable, and which least? Most stable: entry P; least stable: entry Q.

Entry P
C29H32Cl2F5N7O5Sc | ωB97M-V with the def2-TZVPD basis set

CARTESIAN COORDINATES (ANGSTROEM)
Sc: -0.493 -0.313 -0.263
N: 3.977 0.443 2.437
C: 2.466 0.382 2.653
C: 1.972 -0.887 1.993
C: 2.538 -2.157 2.636
N: 1.639 -3.264 2.324
C: 2.691 -1.998 4.163
C: 1.801 -0.912 4.761
N: 0.400 -1.204 4.481
C: 2.151 0.456 4.151
H: 4.192 0.321 1.433
H: 4.434 -0.314 2.947
H: 4.368 1.327 2.760
H: 2.079 1.252 2.124
H: 2.205 -0.871 0.926
H: 0.892 -0.888 2.141
H: 3.540 -2.336 2.212
H: 2.089 -4.150 2.524
H: 1.408 -3.255 1.335
H: 3.731 -1.769 4.428
H: 2.478 -2.958 4.638
H: 2.014 -0.857 5.836
H: -0.219 -0.644 5.052
H: 0.186 -2.183 4.623
H: 2.994 0.900 4.693
H: 1.307 1.132 4.290
N: -0.553 2.953 -2.472
N: 0.565 2.297 -2.983
C: 1.173 1.254 -2.346
O: 2.141 0.713 -2.861
O: 0.668 0.928 -1.181
H: -1.334 2.862 -3.110
H: -0.350 3.934 -2.330
H: 0.957 2.552 -3.876
Cl: 3.534 -5.118 -2.857
C: 4.133 -4.010 -1.657
C: 4.934 -4.563 -0.672
C: 5.537 -3.780 0.296
C: 5.338 -2.412 0.246
C: 4.515 -1.871 -0.719
Cl: 4.372 -0.121 -0.776
C: 3.846 -2.627 -1.710
N: 3.030 -1.987 -2.593
C: 2.389 -2.470 -3.777
C: 2.943 -2.150 -5.007
C: 2.302 -2.514 -6.181
C: 1.097 -3.194 -6.123
C: 0.538 -3.502 -4.891
C: 1.171 -3.143 -3.710
C: 0.572 -3.513 -2.377
C: 0.107 -2.317 -1.598
O: -0.770 -1.530 -2.045
O: 0.599 -2.095 -0.430
H: 5.096 -5.632 -0.695
H: 6.178 -4.223 1.045
H: 5.853 -1.752 0.933
H: 2.922 -0.977 -2.491
H: 3.881 -1.610 -5.030
H: 2.745 -2.266 -7.137
H: 0.590 -3.486 -7.033
H: -0.405 -4.034 -4.845
H: 1.282 -4.061 -1.758
H: -0.300 -4.148 -2.542
F: -4.698 4.400 1.999
C: -3.730 3.495 1.873
C: -3.553 2.822 0.675
F: -4.347 3.067 -0.365
C: -2.541 1.893 0.585
F: -2.342 1.201 -0.580
C: -1.670 1.587 1.627
O: -0.719 0.690 1.452
C: -1.878 2.279 2.818
F: -1.076 2.042 3.867
C: -2.889 3.216 2.940
F: -3.058 3.858 4.093
C: -4.555 -2.786 1.077
C: -3.349 -2.068 0.700
N: -2.401 -1.503 0.404
H: -4.371 -3.858 1.019
H: -5.362 -2.520 0.396
H: -4.834 -2.520 2.094

The gap between HOMO and LUMO comes out at 0.2846 Eh. The net charge is +1. As for the spin multiplicity: 1. The lowest unoccupied orbital energy comes out at -0.0877 Ha.

Calculated atomic charges, method Mulliken, unit e: number 1, Sc, carries 0.3334; number 2, N, carries 0.0693; number 3, C, carries -0.3811; number 4, C, carries -0.1699; number 5, C, carries 1.1224; number 6, N, carries -0.6613; number 7, C, carries -1.5655; number 8, C, carries 0.1548; number 9, N, carries -0.5029; number 10, C, carries -1.2391; number 11, H, carries -0.2013; number 12, H, carries 0.4210; number 13, H, carries 0.4486; number 14, H, carries 0.4893; number 15, H, carries 0.4696; number 16, H, carries 0.2956; number 17, H, carries -0.5538; number 18, H, carries 0.3771; number 19, H, carries 0.1520; number 20, H, carries 0.3136; number 21, H, carries 0.5991; number 22, H, carries 0.4687; number 23, H, carries 0.2670; number 24, H, carries 0.2088; number 25, H, carries 0.4807; number 26, H, carries 0.1556; number 27, N, carries -0.4562; number 28, N, carries -0.1994; number 29, C, carries 0.3410; number 30, O, carries -0.7926; number 31, O, carries -0.4660; number 32, H, carries 0.2361; number 33, H, carries 0.2370; number 34, H, carries 0.2173; number 35, Cl, carries -0.1601; number 36, C, carries 0.7229; number 37, C, carries -0.7872; number 38, C, carries -0.5706; number 39, C, carries -0.8957; number 40, C, carries 0.8600; number 41, Cl, carries -0.2555; number 42, C, carries -0.1046; number 43, N, carries 0.4550; number 44, C, carries -0.8117; number 45, C, carries -0.4229; number 46, C, carries -0.7044; number 47, C, carries -0.6497; number 48, C, carries -1.1145; number 49, C, carries 1.3079; number 50, C, carries -0.6017; number 51, C, carries 1.0247; number 52, O, carries -0.7342; number 53, O, carries 0.1165; number 54, H, carries 0.4506; number 55, H, carries 0.4780; number 56, H, carries 0.5059; number 57, H, carries -0.0651; number 58, H, carries 0.4917; number 59, H, carries 0.4292; number 60, H, carries 0.4164; number 61, H, carries 0.4168; number 62, H, carries 0.1211; number 63, H, carries 0.6307; number 64, F, carries -0.2952; number 65, C, carries 0.6413; number 66, C, carries 0.1239; number 67, F, carries -0.2940; number 68, C, carries 0.0800; number 69, F, carries -0.3255; number 70, C, carries 0.4081; number 71, O, carries 0.1512; number 72, C, carries -0.1571; number 73, F, carries -0.2771; number 74, C, carries -0.0784; number 75, F, carries -0.2922; number 76, C, carries -1.1083; number 77, C, carries 0.5424; number 78, N, carries -0.2916; number 79, H, carries 0.3214; number 80, H, carries 0.3274; number 81, H, carries 0.3054

Entry Q
C29H32Cl2F5N7O5Sc | ωB97M-V with the def2-TZVPD basis set

CARTESIAN COORDINATES (ANGSTROEM)
Sc: 0.431 0.596 -0.029
N: -1.679 -3.827 1.457
C: -0.437 -3.341 0.717
C: 0.273 -2.356 1.621
C: 0.796 -2.987 2.915
N: 1.889 -2.153 3.408
C: 1.283 -4.431 2.684
C: 1.657 -4.728 1.234
N: 2.713 -3.822 0.791
C: 0.432 -4.543 0.323
H: -2.252 -3.021 1.761
H: -1.410 -4.352 2.291
H: -2.249 -4.433 0.868
H: -0.821 -2.829 -0.164
H: -0.380 -1.512 1.856
H: 1.137 -2.011 1.051
H: -0.033 -3.019 3.640
H: 2.081 -2.356 4.383
H: 1.638 -1.171 3.343
H: 0.519 -5.155 2.994
H: 2.140 -4.618 3.335
H: 1.957 -5.781 1.174
H: 3.171 -4.172 -0.042
H: 3.409 -3.679 1.512
H: -0.171 -5.458 0.321
H: 0.771 -4.396 -0.702
N: -2.549 1.547 -2.385
N: -3.145 1.738 -1.138
C: -2.594 1.289 0.028
O: -3.137 1.547 1.094
O: -1.504 0.571 -0.094
H: -2.300 2.439 -2.795
H: -3.188 1.065 -3.004
H: -3.961 2.321 -1.038
Cl: -0.537 1.367 6.470
C: -1.270 -0.026 5.734
C: -1.262 -1.183 6.495
C: -1.846 -2.352 6.042
C: -2.459 -2.338 4.802
C: -2.446 -1.185 4.042
Cl: -3.300 -1.230 2.510
C: -1.848 0.030 4.446
N: -1.854 1.107 3.599
C: -1.768 2.497 3.955
C: -2.924 3.159 4.335
C: -2.900 4.521 4.599
C: -1.713 5.222 4.468
C: -0.560 4.560 4.072
C: -0.570 3.197 3.811
C: 0.708 2.483 3.447
C: 0.665 1.827 2.099
O: 0.462 2.482 1.042
O: 0.858 0.558 2.011
H: -0.796 -1.143 7.470
H: -1.852 -3.241 6.656
H: -2.993 -3.206 4.435
H: -2.361 0.994 2.718
H: -3.846 2.597 4.416
H: -3.806 5.029 4.900
H: -1.682 6.285 4.669
H: 0.367 5.111 3.969
H: 0.944 1.716 4.183
H: 1.527 3.205 3.428
F: 1.221 -0.360 -6.609
C: 1.111 -0.525 -5.293
C: 0.863 0.562 -4.470
F: 0.728 1.783 -4.980
C: 0.761 0.352 -3.113
F: 0.536 1.413 -2.274
C: 0.882 -0.894 -2.503
O: 0.763 -1.010 -1.194
C: 1.132 -1.964 -3.361
F: 1.259 -3.199 -2.852
C: 1.246 -1.785 -4.729
F: 1.487 -2.832 -5.512
C: 5.189 1.665 -0.786
C: 3.786 1.358 -0.567
N: 2.682 1.117 -0.395
H: 5.687 1.787 0.175
H: 5.273 2.588 -1.357
H: 5.658 0.852 -1.337

The gap between HOMO and LUMO comes out at 0.2930 Eh. The net charge is +1. As for the spin multiplicity: 1. The lowest unoccupied orbital energy comes out at -0.0860 Ha.

Calculated atomic charges, method Mulliken, unit e: number 1, Sc, carries 0.3484; number 2, N, carries 0.1257; number 3, C, carries -0.4401; number 4, C, carries -0.2050; number 5, C, carries 1.1524; number 6, N, carries -0.6551; number 7, C, carries -1.5892; number 8, C, carries 0.2237; number 9, N, carries -0.5287; number 10, C, carries -1.1498; number 11, H, carries -0.2820; number 12, H, carries 0.4427; number 13, H, carries 0.4528; number 14, H, carries 0.5009; number 15, H, carries 0.5552; number 16, H, carries 0.3769; number 17, H, carries -0.4824; number 18, H, carries 0.3685; number 19, H, carries 0.1685; number 20, H, carries 0.3083; number 21, H, carries 0.5904; number 22, H, carries 0.4408; number 23, H, carries 0.2717; number 24, H, carries 0.2061; number 25, H, carries 0.4213; number 26, H, carries 0.0550; number 27, N, carries -0.4509; number 28, N, carries -0.2385; number 29, C, carries 0.3065; number 30, O, carries -0.7846; number 31, O, carries -0.4292; number 32, H, carries 0.2425; number 33, H, carries 0.2343; number 34, H, carries 0.2261; number 35, Cl, carries -0.1730; number 36, C, carries 0.9386; number 37, C, carries -0.7038; number 38, C, carries -0.5954; number 39, C, carries -0.8111; number 40, C, carries 0.6793; number 41, Cl, carries -0.2157; number 42, C, carries -0.5050; number 43, N, carries 0.6688; number 44, C, carries -0.5496; number 45, C, carries -0.4488; number 46, C, carries -0.8155; number 47, C, carries -0.6450; number 48, C, carries -1.1202; number 49, C, carries 1.1171; number 50, C, carries -0.6857; number 51, C, carries 1.1822; number 52, O, carries -0.7757; number 53, O, carries -0.1175; number 54, H, carries 0.4658; number 55, H, carries 0.4616; number 56, H, carries 0.5228; number 57, H, carries -0.0537; number 58, H, carries 0.4756; number 59, H, carries 0.4320; number 60, H, carries 0.4222; number 61, H, carries 0.4151; number 62, H, carries 0.1977; number 63, H, carries 0.6123; number 64, F, carries -0.2960; number 65, C, carries 0.6520; number 66, C, carries 0.1208; number 67, F, carries -0.2965; number 68, C, carries 0.0715; number 69, F, carries -0.3720; number 70, C, carries 0.4581; number 71, O, carries 0.2369; number 72, C, carries -0.1312; number 73, F, carries -0.3055; number 74, C, carries -0.1073; number 75, F, carries -0.2926; number 76, C, carries -1.0885; number 77, C, carries 0.5247; number 78, N, carries -0.2861; number 79, H, carries 0.3193; number 80, H, carries 0.3303; number 81, H, carries 0.3032

Which of them is most stable, and which least? Most stable: entry Q; least stable: entry P.